[1]
81
Properties=species:S:1:pos:R:3:lowdin_charge:R:1 method="wB97M-V/def2-TZVPD" homo_energy_ev=-13.29 gap_ev=5.642 e_above_lowest_ev=1.842 total_charge=+2 mol_weight_da=773.5 fmax_ev_per_a=0.92
Ti -0.361 0.521 2.074 1.265
C -3.076 2.604 4.708 0.044
C -1.908 2.135 3.934 -0.182
N -1.523 0.916 3.787 -0.026
O -2.156 -0.090 4.436 0.082
B -1.845 -0.244 5.905 -1.035
F -2.737 -1.088 6.430 0.258
F -1.671 0.980 6.489 0.169
O -0.449 -1.036 6.106 0.070
N 0.575 -0.591 5.431 -0.407
C 1.219 -1.332 4.595 -0.195
C 0.927 -2.780 4.456 0.057
C 2.129 -0.644 3.622 -0.221
N 1.383 0.082 2.897 -0.062
O 1.682 0.740 1.750 -0.061
B 2.214 2.407 2.004 -0.959
F 2.927 2.663 0.915 0.275
F 2.826 2.289 3.200 0.227
O 0.956 3.174 2.033 0.120
N -0.013 2.498 2.673 -0.032
C -0.976 3.109 3.257 -0.183
C -1.135 4.576 3.360 0.049
C 3.583 -0.860 3.485 0.068
H -3.708 1.772 5.002 0.111
H -3.645 3.315 4.105 0.113
H -2.741 3.125 5.607 0.123
H -0.137 -2.965 4.587 0.114
H 1.462 -3.308 5.252 0.131
H 1.256 -3.142 3.485 0.109
H -0.326 5.091 2.852 0.102
H -1.155 4.867 4.413 0.119
H -2.093 4.877 2.930 0.114
H 3.828 -1.899 3.705 0.113
H 4.098 -0.228 4.214 0.124
H 3.918 -0.589 2.486 0.114
Cl 1.166 0.979 5.829 0.959
O 0.540 -2.376 0.151 0.043
C -0.668 -2.915 -0.156 -0.246
C -0.839 -3.848 -1.171 0.014
C -2.110 -4.310 -1.471 -0.035
C -3.234 -3.840 -0.795 -0.051
C -3.079 -2.889 0.191 0.008
C -1.797 -2.452 0.532 -0.078
C -1.584 -1.376 1.481 -0.444
O -2.126 -0.222 1.376 0.007
O -0.639 -1.408 2.363 -0.029
H 1.057 -2.227 -0.668 0.075
H 0.027 -4.207 -1.713 0.130
H -2.227 -5.051 -2.252 0.121
H -4.217 -4.213 -1.044 0.118
H -3.936 -2.494 0.721 0.133
C 1.113 0.581 -9.481 -0.036
C 1.387 0.130 -8.074 -0.259
C 2.584 0.440 -7.436 -0.020
C 2.841 0.016 -6.140 -0.005
C 1.898 -0.747 -5.470 -0.268
N 2.171 -1.210 -4.140 0.150
C 1.588 -0.780 -3.006 -0.478
O 1.892 -1.215 -1.896 0.031
N 0.641 0.215 -3.172 0.175
C -0.064 0.863 -2.173 -0.153
C -1.148 1.667 -2.533 0.052
C -1.876 2.331 -1.565 0.001
C -1.540 2.159 -0.238 -0.094
N -0.489 1.414 0.113 -0.025
C 0.259 0.803 -0.818 -0.008
C 0.701 -1.082 -6.093 -0.032
C 0.448 -0.633 -7.379 -0.028
H 1.912 1.219 -9.855 0.081
H 0.177 1.139 -9.538 0.088
H 1.024 -0.275 -10.150 0.093
H 3.330 1.026 -7.959 0.121
H 3.773 0.272 -5.653 0.122
H 2.913 -1.877 -3.990 0.169
H 0.444 0.496 -4.123 0.141
H -1.420 1.769 -3.578 0.137
H -2.716 2.956 -1.834 0.129
H -2.124 2.604 0.557 0.126
H 1.119 0.241 -0.487 0.113
H -0.015 -1.717 -5.584 0.120
H -0.483 -0.901 -7.863 0.123


[2]
72
Properties=species:S:1:pos:R:3:lowdin_charge:R:1 method="wB97M-V/def2-TZVPD" spin_multiplicity=4 homo_energy_ev="-7.37 / -8.08" gap_ev="7.653 / 7.229" e_above_lowest_ev=0.000 mol_weight_da=864.1 fmax_ev_per_a=0.45 s2=3.769
Re 0.370 -0.525 -0.804 1.562
C -0.554 0.140 -4.928 0.000
C -0.795 -0.096 -3.466 -0.419
O 0.276 -0.001 -2.730 -0.233
C -2.054 -0.392 -3.007 -0.023
C -2.462 -0.581 -1.664 -0.293
C -3.902 -0.885 -1.389 -0.014
N -1.632 -0.507 -0.648 -0.119
N -2.146 -0.793 0.630 0.118
C -1.184 -1.101 1.432 -0.423
O 0.082 -1.145 1.062 -0.205
C -1.462 -1.411 2.852 -0.147
C -2.761 -1.373 3.349 -0.028
C -2.997 -1.639 4.686 -0.080
C -1.940 -1.943 5.535 -0.088
C -0.644 -1.979 5.042 -0.075
C -0.403 -1.712 3.703 -0.020
H -0.424 -0.820 -5.433 0.095
H 0.355 0.721 -5.065 0.080
H -1.395 0.656 -5.388 0.088
H -2.836 -0.436 -3.750 0.111
H -4.478 -0.849 -2.310 0.078
H -4.308 -0.181 -0.664 0.086
H -3.986 -1.876 -0.940 0.092
H -3.575 -1.130 2.679 0.109
H -4.008 -1.608 5.071 0.101
H -2.129 -2.152 6.580 0.101
H 0.182 -2.212 5.702 0.102
H 0.603 -1.723 3.308 0.114
Cl 4.252 -6.535 -1.256 0.682
C 3.026 -5.332 -1.318 -0.714
C 3.347 -3.998 -1.111 -0.701
Cl 4.964 -3.507 -0.798 0.707
C 2.336 -3.052 -1.162 -0.508
Cl 2.712 -1.351 -0.912 0.814
C 0.996 -3.354 -1.413 -0.447
O 0.064 -2.446 -1.464 -0.233
C 0.699 -4.715 -1.627 -0.606
Cl -0.938 -5.123 -1.947 0.736
C 1.693 -5.680 -1.577 -0.692
Cl 1.289 -7.329 -1.835 0.698
C -2.227 3.639 -1.474 -0.145
O -1.460 2.557 -1.977 -0.132
H -2.358 4.429 -2.220 0.077
H -1.785 4.072 -0.572 0.074
H -3.209 3.243 -1.218 0.081
H -0.542 2.829 -2.064 0.031
C 1.955 2.729 -2.565 -0.166
Si 2.242 2.350 -0.751 0.397
C 2.199 3.968 0.190 -0.158
C 3.979 1.642 -0.626 -0.205
N 1.001 1.278 -0.111 -0.252
C 0.568 1.596 1.213 -0.399
C 1.455 1.590 2.289 -0.055
C 1.016 1.891 3.568 -0.080
C -0.320 2.192 3.799 -0.093
C -1.209 2.192 2.734 -0.074
C -0.769 1.902 1.450 -0.060
H 2.889 3.094 -3.001 0.040
H 1.215 3.522 -2.709 0.030
H 1.643 1.852 -3.131 0.009
H 2.522 4.775 -0.472 0.034
H 2.866 3.958 1.053 0.035
H 1.198 4.205 0.557 0.034
H 4.685 2.477 -0.632 0.036
H 4.234 1.003 -1.475 0.010
H 4.151 1.075 0.291 0.017
H 2.493 1.324 2.118 0.107
H 1.719 1.876 4.392 0.103
H -0.666 2.414 4.800 0.099
H -2.257 2.411 2.901 0.106
H -1.458 1.890 0.616 0.092


[3]
62
Properties=species:S:1:pos:R:3:lowdin_charge:R:1 method="wB97M-V/def2-TZVPD" homo_energy_ev=-5.93 gap_ev=4.184 e_above_lowest_ev=5.418 mol_weight_da=426.6 fmax_ev_per_a=1.71
C -5.764 0.990 2.865 -0.078
C -4.304 0.686 2.693 -0.303
C -3.393 1.719 2.430 -0.056
C -2.032 1.463 2.315 -0.041
C -1.515 0.145 2.436 -0.216
C -0.132 -0.182 2.323 -0.051
N 0.837 0.771 2.249 -0.416
O 2.077 0.469 2.189 -0.081
O 0.491 1.994 2.256 -0.113
C -2.466 -0.898 2.661 -0.057
C -3.818 -0.631 2.787 -0.072
H -6.310 0.107 3.215 0.068
H -5.924 1.795 3.594 0.077
H -6.230 1.317 1.926 0.075
H -3.745 2.747 2.316 0.109
H -1.340 2.278 2.146 0.080
H 0.204 -1.218 2.375 0.114
H -2.078 -1.917 2.737 0.103
H -4.522 -1.446 2.970 0.102
C 2.394 2.851 -2.577 -0.029
C 2.747 2.620 -1.114 -0.532
C 4.115 3.221 -0.796 -0.050
C 1.718 3.289 -0.214 -0.030
C 2.760 1.123 -0.859 -0.072
N 3.869 0.489 -0.451 0.201
C 3.640 -0.867 -0.261 -0.191
C 2.287 -1.116 -0.552 -0.099
C 1.786 -2.397 -0.328 -0.007
C 2.666 -3.403 0.100 -0.061
C 4.010 -3.118 0.391 -0.069
C 4.515 -1.821 0.225 0.001
C 1.693 0.172 -0.956 -0.067
C 0.369 0.423 -1.298 0.102
C -0.619 -0.563 -1.630 -0.204
C -0.341 -1.693 -2.448 -0.039
C -1.299 -2.676 -2.653 -0.036
C -2.571 -2.558 -2.076 -0.262
C -3.571 -3.660 -2.243 -0.052
C -2.899 -1.397 -1.357 -0.020
C -1.957 -0.398 -1.182 0.006
H 1.420 2.418 -2.821 0.080
H 2.364 3.927 -2.779 0.097
H 3.144 2.394 -3.232 0.096
H 4.371 3.090 0.262 0.101
H 4.910 2.810 -1.426 0.088
H 4.068 4.298 -0.988 0.096
H 1.866 3.013 0.834 0.079
H 1.808 4.378 -0.308 0.099
H 0.698 3.012 -0.482 0.074
H 4.764 0.932 -0.257 0.168
H 0.733 -2.605 -0.493 0.105
H 2.293 -4.423 0.221 0.106
H 4.659 -3.905 0.762 0.103
H 5.542 -1.552 0.467 0.115
H 0.044 1.461 -1.333 0.115
H 0.639 -1.774 -2.920 0.126
H -1.063 -3.559 -3.256 0.122
H -4.528 -3.393 -1.782 0.078
H -3.747 -3.877 -3.304 0.087
H -3.216 -4.591 -1.780 0.089
H -3.901 -1.288 -0.933 0.121
H -2.217 0.523 -0.656 0.123


[4]
70
Properties=species:S:1:pos:R:3:lowdin_charge:R:1 method="wB97M-V/def2-TZVPD" spin_multiplicity=5 homo_energy_ev="-10.53 / -12.68" gap_ev="5.225 / 4.967" e_above_lowest_ev=0.248 total_charge=+2 mol_weight_da=695.9 fmax_ev_per_a=0.29 s2=6.091
Ru 0.731 -0.570 0.311 1.065
S 1.804 -0.784 -6.749 1.087
C 3.293 -0.080 -7.183 -0.383
C 3.980 0.367 -6.096 -0.164
C 3.282 0.135 -4.887 -0.119
C 2.073 -0.487 -5.074 -0.490
C 1.090 -0.881 -4.068 -0.181
C 1.359 -0.686 -2.707 -0.049
N 0.516 -0.991 -1.731 -0.026
C -0.703 -1.550 -2.047 -0.151
C -1.045 -1.805 -3.398 -0.121
C -2.318 -2.406 -3.676 0.007
C -3.163 -2.733 -2.677 0.011
C -2.823 -2.487 -1.297 -0.142
C -3.633 -2.857 -0.247 0.041
C -3.175 -2.615 1.118 -0.199
C -1.943 -1.947 1.289 -0.077
N -1.180 -1.551 0.302 -0.037
C -1.586 -1.859 -1.017 -0.133
C -3.913 -3.030 2.225 -0.412
C -3.597 -2.921 3.614 -0.066
C -4.568 -3.455 4.429 -0.125
C -5.642 -3.983 3.714 -0.327
S -5.456 -3.824 2.031 1.118
C -0.137 -1.457 -4.388 0.051
H 3.587 -0.038 -8.219 0.080
H 4.949 0.839 -6.157 0.112
H 3.677 0.417 -3.921 0.103
H 2.308 -0.269 -2.402 0.085
H -2.582 -2.601 -4.707 0.129
H -4.115 -3.198 -2.892 0.128
H -4.578 -3.345 -0.436 0.099
H -1.585 -1.717 2.284 0.062
H -2.682 -2.482 3.979 0.116
H -4.518 -3.477 5.507 0.124
H -6.522 -4.458 4.121 0.090
H -0.399 -1.643 -5.423 0.114
C 0.869 3.217 2.912 -0.025
N 0.446 1.842 3.176 -0.186
C -0.989 1.603 3.010 -0.059
C 1.321 0.837 3.289 -0.669
S 0.885 -0.760 2.729 0.699
N 2.483 1.040 3.902 -0.172
C 3.574 0.065 3.878 -0.061
C 2.665 2.098 4.900 -0.015
H 0.354 3.556 2.012 0.095
H 1.940 3.256 2.735 0.092
H 0.612 3.887 3.732 0.104
H -1.509 2.478 3.395 0.103
H -1.290 0.737 3.592 0.074
H -1.250 1.457 1.962 0.060
H 3.504 -0.568 3.003 0.036
H 3.540 -0.559 4.772 0.108
H 4.517 0.609 3.861 0.103
H 1.702 2.494 5.208 0.096
H 3.293 2.906 4.525 0.104
H 3.153 1.655 5.766 0.106
C 1.306 3.746 -2.138 -0.046
N 0.998 2.641 -1.243 0.041
C -0.228 2.326 -0.801 -0.582
N -1.255 3.120 -1.155 0.217
O -0.449 1.338 -0.053 -0.125
H 2.348 3.668 -2.436 0.095
H 1.160 4.713 -1.654 0.096
H 0.701 3.694 -3.044 0.095
H 1.748 2.079 -0.879 0.067
H -1.151 3.880 -1.804 0.106
H -2.183 2.802 -0.937 0.128
S 3.932 0.514 0.072 0.799
C 2.468 0.061 0.187 -0.903


[5]
70
Properties=species:S:1:pos:R:3:lowdin_charge:R:1 method="wB97M-V/def2-TZVPD" spin_multiplicity=3 homo_energy_ev=-1.46 gap_ev=5.571 e_above_lowest_ev=0.413 total_charge=-2 mol_weight_da=864.6 fmax_ev_per_a=1.74 s2=2.003
Pr -1.952 -0.636 -0.787 -0.379
C 1.215 -2.685 -0.947 -0.200
C 0.265 -3.759 -1.517 -0.191
N -1.105 -3.274 -1.532 -0.138
C -2.086 -4.212 -1.010 -0.243
C -2.034 -4.249 0.527 -0.199
N -1.887 -2.899 1.063 -0.134
C -0.842 -2.756 2.060 -0.233
C 0.551 -2.836 1.411 -0.185
N 0.601 -2.029 0.198 -0.064
H 1.379 -1.918 -1.708 0.090
H 2.188 -3.149 -0.697 0.113
H 0.317 -4.657 -0.888 0.099
H 0.625 -4.042 -2.516 0.117
H -1.405 -3.000 -2.479 -0.021
H -1.952 -5.236 -1.401 0.113
H -3.076 -3.854 -1.312 0.044
H -1.181 -4.856 0.851 0.097
H -2.947 -4.735 0.891 0.117
H -2.781 -2.581 1.445 0.048
H -0.900 -3.522 2.855 0.113
H -0.952 -1.773 2.520 0.045
H 0.776 -3.875 1.155 0.099
H 1.299 -2.509 2.148 0.106
H 1.071 -1.148 0.382 0.064
C -1.205 5.760 2.343 -0.110
C -1.956 5.193 1.325 -0.084
C -1.615 3.954 0.819 -0.076
C -0.513 3.267 1.319 -0.350
C 0.237 3.841 2.342 -0.106
C -0.110 5.079 2.849 -0.104
P -0.152 1.668 0.494 1.036
C 0.999 0.962 1.723 -0.361
C 2.273 0.508 1.381 -0.098
C 3.070 -0.115 2.326 -0.101
C 2.605 -0.303 3.617 -0.117
C 1.336 0.136 3.963 -0.090
C 0.539 0.762 3.025 -0.140
C 1.034 2.234 -0.777 -0.311
C 1.831 3.345 -0.630 -0.092
C 2.748 3.693 -1.630 -0.105
C 2.849 2.925 -2.756 -0.062
C 2.024 1.799 -2.952 -0.188
C 2.105 1.029 -4.125 -0.074
C 1.264 -0.037 -4.282 -0.093
C 0.336 -0.375 -3.286 -0.176
C 0.184 0.311 -2.079 -0.187
C 1.078 1.429 -1.947 -0.205
H -1.472 6.729 2.746 0.089
H -2.814 5.722 0.934 0.099
H -2.206 3.493 0.034 0.096
H 1.095 3.319 2.743 0.101
H 0.478 5.519 3.644 0.092
H 2.648 0.663 0.379 0.110
H 4.062 -0.453 2.053 0.097
H 3.225 -0.797 4.353 0.090
H 0.962 -0.016 4.965 0.099
H -0.460 1.076 3.284 0.051
H 1.752 3.962 0.255 0.090
H 3.377 4.566 -1.500 0.089
H 3.569 3.176 -3.528 0.097
H 2.815 1.312 -4.897 0.094
H 1.293 -0.625 -5.193 0.094
H -0.308 -1.218 -3.519 0.011
S -6.160 -0.594 -3.598 -0.223
As -4.360 -0.676 -2.521 -0.478
S -3.548 1.278 -1.963 0.023
S -2.847 -1.712 -3.682 0.045
S -4.536 -1.807 -0.666 0.039
Br -2.709 0.211 1.901 0.113


[6]
68
Properties=species:S:1:pos:R:3:lowdin_charge:R:1 method="wB97M-V/def2-TZVPD" homo_energy_ev=-13.35 gap_ev=6.932 e_above_lowest_ev=0.429 total_charge=+2 mol_weight_da=785.8 fmax_ev_per_a=0.21
Au -0.918 -0.687 -0.239 0.629
O -1.836 -1.769 -2.761 0.069
C -0.822 -1.446 -2.260 -0.362
C 0.511 -1.476 -2.897 -0.215
C 0.689 -2.209 -4.067 0.018
C 1.933 -2.199 -4.674 -0.018
C 2.974 -1.453 -4.131 -0.018
C 2.784 -0.709 -2.975 -0.051
C 1.541 -0.724 -2.355 -0.306
P 1.127 0.253 -0.901 1.018
C 0.873 1.966 -1.389 -0.353
C -0.328 2.622 -1.127 -0.111
C -0.493 3.944 -1.515 -0.054
C 0.532 4.608 -2.170 -0.041
C 1.731 3.956 -2.436 -0.042
C 1.907 2.642 -2.044 -0.074
C 2.580 0.193 0.141 -0.400
C 3.029 1.331 0.808 -0.103
C 4.168 1.261 1.597 -0.053
C 4.857 0.063 1.715 -0.048
C 4.408 -1.074 1.052 -0.062
C 3.269 -1.015 0.269 -0.119
H -0.132 -2.783 -4.474 0.134
H 2.098 -2.779 -5.572 0.125
H 3.943 -1.453 -4.612 0.125
H 3.604 -0.140 -2.555 0.117
H -1.137 2.112 -0.620 0.026
H -1.423 4.455 -1.303 0.116
H 0.401 5.638 -2.475 0.120
H 2.530 4.476 -2.948 0.121
H 2.848 2.147 -2.245 0.110
H 2.513 2.277 0.693 0.109
H 4.524 2.145 2.107 0.120
H 5.749 0.013 2.324 0.121
H 4.950 -2.006 1.146 0.120
H 2.922 -1.904 -0.243 0.118
C 0.582 0.576 3.836 -0.490
C -0.126 1.439 2.803 -0.473
S -1.469 0.718 1.809 0.808
C -2.497 -0.226 2.966 -0.493
C -2.025 -1.582 3.494 -0.491
S -1.183 -2.654 2.307 0.787
C 0.225 -3.258 3.271 -0.511
C 1.014 -2.228 4.072 -0.509
S 1.550 -0.778 3.128 0.919
H -0.122 0.187 4.569 0.070
H 1.260 1.235 4.379 0.089
H 0.577 1.819 2.060 0.052
H -0.565 2.305 3.300 0.093
H -3.426 -0.334 2.410 0.045
H -2.704 0.444 3.802 0.100
H -2.909 -2.096 3.874 0.093
H -1.360 -1.444 4.341 0.050
H 0.866 -3.723 2.521 0.077
H -0.117 -4.050 3.939 0.088
H 1.915 -2.717 4.443 0.083
H 0.475 -1.894 4.958 0.074
S -3.106 -1.748 -0.020 0.652
C -4.123 -0.781 -0.979 -1.019
N -5.344 -1.152 -1.295 -0.026
C -6.060 -0.320 -2.267 -0.174
C -5.437 1.066 -2.147 -0.366
S -3.715 0.768 -1.619 0.974
H -5.677 -2.074 -1.044 0.161
H -7.123 -0.304 -2.035 0.136
H -5.918 -0.741 -3.264 0.136
H -5.924 1.672 -1.385 0.091
H -5.438 1.599 -3.093 0.093


[7]
74
Properties=species:S:1:pos:R:3:lowdin_charge:R:1 method="wB97M-V/def2-TZVPD" homo_energy_ev=-10.45 gap_ev=6.555 e_above_lowest_ev=0.000 total_charge=+1 mol_weight_da=925.6 fmax_ev_per_a=2.99
Ir -0.123 0.403 -1.002 1.188
C 3.744 -1.343 -2.059 0.004
C 3.869 0.042 -1.503 -0.237
N 5.036 0.475 -1.097 0.135
C 5.161 1.679 -0.504 -0.080
C 4.084 2.460 -0.196 -0.142
C 4.273 3.775 0.519 -0.194
O 3.482 3.887 1.700 -0.068
C 2.806 2.022 -0.624 -0.083
C 1.649 2.807 -0.356 -0.036
N 0.443 2.476 -0.662 -0.061
C -0.608 3.408 -0.486 -0.341
C -0.606 4.416 0.473 -0.038
C -1.650 5.325 0.546 -0.049
C -2.707 5.259 -0.351 -0.062
C -2.725 4.261 -1.315 -0.126
C -1.686 3.351 -1.353 -0.578
I -1.691 1.818 -2.790 1.268
C 2.696 0.859 -1.388 -0.265
O 1.598 0.492 -2.010 -0.215
H 4.731 -1.730 -2.298 0.088
H 3.100 -1.350 -2.938 0.090
H 3.280 -1.989 -1.311 0.068
H 6.172 1.999 -0.282 0.118
H 3.961 4.598 -0.126 0.131
H 5.333 3.913 0.736 0.124
H 3.866 3.338 2.391 0.099
H 1.816 3.763 0.134 0.124
H 0.207 4.478 1.184 0.083
H -1.630 6.095 1.306 0.118
H -3.513 5.977 -0.304 0.115
H -3.536 4.195 -2.028 0.105
Cl 0.580 0.365 1.980 0.624
C 0.427 1.125 3.577 -0.950
Cl 0.200 2.874 3.485 0.574
H 1.343 0.933 4.121 0.029
H -0.428 0.689 4.079 0.025
O 0.988 -1.363 -0.143 -0.118
C 0.476 -2.083 -1.032 -0.589
O -0.364 -1.536 -1.814 -0.127
C 0.828 -3.502 -1.172 -0.143
C 0.274 -4.236 -2.212 0.001
C 0.607 -5.576 -2.405 0.036
C 1.492 -6.128 -1.510 -0.201
O 1.968 -7.395 -1.480 0.057
C 2.883 -7.461 -0.384 -0.108
O 2.884 -6.187 0.257 0.048
C 2.040 -5.395 -0.462 -0.193
C 1.730 -4.081 -0.262 0.077
H -0.416 -3.744 -2.882 0.122
H 0.200 -6.157 -3.220 0.127
H 3.883 -7.692 -0.753 0.141
H 2.562 -8.229 0.319 0.141
H 2.149 -3.508 0.553 0.140
C -4.302 0.168 2.773 -0.040
N -3.532 0.736 1.676 -0.114
C -2.985 2.058 1.948 -0.030
C -3.107 0.048 0.582 -0.452
O -2.063 0.431 0.002 -0.227
N -3.848 -0.992 0.135 -0.112
C -5.287 -1.111 0.350 -0.040
C -3.345 -1.846 -0.929 -0.020
H -3.743 0.308 3.700 0.093
H -4.460 -0.894 2.637 0.080
H -5.266 0.669 2.886 0.100
H -3.770 2.814 1.863 0.103
H -2.197 2.284 1.239 0.057
H -2.574 2.100 2.957 0.068
H -5.716 -0.160 0.654 0.093
H -5.533 -1.874 1.088 0.093
H -5.748 -1.401 -0.594 0.095
H -2.272 -1.760 -1.018 0.050
H -3.790 -1.568 -1.889 0.103
H -3.604 -2.881 -0.708 0.104